33
Properties=species:S:1:pos:R:3:forces:R:3 method="wB97M-V/def2-TZVPD" homo_ev="-6.9 / -8.1" orbital_gap_ha="0.2447 / 0.3119" lumo_ev="-0.22 / 0.41" total_charge=0
C -2.4692 0.0737 0.0404 -1.6060 1.3990 -2.8545
C -1.3478 0.0082 -1.0096 0.6348 -1.2492 -0.2419
C -2.5424 1.2958 0.9237 -2.0692 -2.1654 2.6971
C 0.1080 -0.6099 -0.5264 -0.7915 -0.0576 0.1529
C 0.9236 0.4391 0.1736 0.3573 0.6470 3.4403
C -1.4377 1.3585 1.9034 0.8505 -0.1225 1.3934
C -0.2728 -1.8903 0.3028 -0.5760 1.8597 -3.6065
C 1.5980 0.2312 1.5686 -1.7890 -2.4328 -1.2789
C 1.2029 1.7825 -0.3813 -0.5000 -0.9197 -1.2854
C 2.5254 -1.5111 -1.5578 -3.3097 -0.6151 0.5479
C 0.9885 -1.0168 -1.7364 0.0429 -2.4037 -1.8411
F -1.4337 0.4548 2.9892 -0.2789 1.4578 -1.8789
I -0.7157 3.3025 2.4037 -0.3031 -0.8020 0.2005
H -3.4128 0.1434 -0.6387 1.2578 -0.0881 1.2259
H -2.6320 -0.7786 0.6050 0.0454 -1.8710 1.0518
H -1.8086 -0.7060 -1.8078 1.2904 1.4122 0.8940
H -1.2683 1.0683 -1.3435 0.3046 -0.8998 -0.4733
H -2.5309 2.1716 0.3582 -0.1342 1.5009 -0.8445
H -3.5977 1.1757 1.5087 2.2072 0.6863 -1.1347
H -0.9567 -2.4126 -0.3875 -0.2390 0.0303 0.7841
H -0.6275 -1.6758 1.2410 -1.3629 0.5147 2.0992
H 0.5109 -2.5268 0.4153 2.6497 -1.7257 0.3213
H 0.9147 0.1759 2.4203 -0.1764 0.1962 -0.1432
H 2.3833 0.8581 1.8298 1.1628 1.8293 0.0158
H 2.0851 -0.7419 1.5900 0.0121 -0.5170 -0.1107
H 0.5297 2.5498 -0.0494 -0.6776 0.4315 0.0870
H 1.1579 1.7013 -1.4608 -0.0871 0.4699 -0.4384
H 2.1643 2.1542 -0.1263 1.0819 0.0976 0.3167
H 2.9945 -1.7205 -2.5030 0.1116 0.2661 -0.3760
H 2.5135 -2.4491 -0.9833 -0.0086 0.1639 -0.1755
H 3.0210 -0.8134 -0.9617 1.2460 1.2453 0.6585
H 0.5189 -1.8764 -2.3499 0.2063 1.0440 1.1247
H 0.9137 -0.2157 -2.4502 0.4477 0.6180 -0.3278

36
Properties=species:S:1:pos:R:3:forces:R:3 method="wB97M-V/def2-TZVPD" spin_multiplicity=4 homo_ev="-10.9 / -11.4" orbital_gap_ha="0.2664 / 0.2993" lumo_ev="-3.69 / -3.22" total_charge=+1
C 1.9635 -0.9579 -2.4121 0.9635 4.0185 -1.9796
C 3.3541 -0.3699 -2.3552 -0.8489 0.1058 -1.3185
C 3.5075 0.9482 -2.9777 -0.7455 1.3874 2.3083
C 2.1804 1.5270 -3.0862 -0.2561 -2.8557 -0.4863
C 1.1502 0.3746 -3.0047 1.3642 -1.8778 1.1139
Mn 2.0156 0.7359 -1.1309 -1.0629 -1.4659 0.8918
P 2.0378 -1.4255 0.6543 0.6666 0.3761 0.2743
H 1.7903 -2.0537 -2.1014 -0.3347 2.2023 -0.9928
H 4.2614 -0.8574 -2.0229 -0.2683 -0.3661 0.0834
H 4.4702 1.6221 -2.9155 -2.0234 -1.7148 -0.1623
H 0.0196 0.3894 -3.3017 2.5914 0.1558 0.8461
H 1.9493 2.6020 -3.1393 -0.0169 -0.7811 -0.6040
H 2.0615 -1.1023 2.0336 0.0385 -0.3373 -0.1183
H 3.0780 -2.3930 0.6662 -0.2704 0.1099 0.0711
H 0.9370 -2.3261 0.7032 0.2214 0.3173 -0.1436
C 0.2894 1.4775 2.4038 -0.3102 0.5592 -0.1938
N -1.0121 1.0669 1.7877 2.5686 0.5321 -0.6385
C -1.7001 0.1748 2.7299 -0.5434 0.6593 -0.1960
C -3.0991 -0.1087 2.2276 -0.7879 0.0763 0.6462
C -2.9642 -0.6799 0.8157 0.3341 0.2332 1.5223
N -2.1330 0.1879 -0.0415 0.9247 -0.3987 -0.9846
C -2.1431 -0.4560 -1.3729 -0.7980 0.1437 -0.4025
C -0.9087 0.6703 0.4641 -0.4757 -1.1339 -0.0528
O 0.1958 0.6613 -0.1954 -2.6863 1.0320 1.2034
H 1.0167 0.6368 2.4187 -0.3541 0.6993 -0.1292
H 0.0391 1.7194 3.4429 0.2766 0.0617 -0.2683
H 0.7056 2.4119 1.9392 -0.3499 -1.1233 0.2394
H -1.1102 -0.7427 2.7213 -0.0705 -0.2924 0.6420
H -1.6594 0.6940 3.7124 -0.2268 -0.6868 -0.6213
H -3.7642 0.7876 2.3057 0.7396 -0.5219 -0.4145
H -3.5700 -0.8369 2.9149 0.2251 0.0702 -0.5012
H -3.9245 -0.9028 0.3611 -0.0081 0.4177 -0.2303
H -2.4414 -1.6470 0.9045 -0.1405 0.0318 -0.0664
H -1.7371 -1.4926 -1.2421 -0.1136 0.8302 -0.7093
H -3.2050 -0.5173 -1.7987 1.3131 -0.0198 1.0962
H -1.6508 0.1820 -2.1083 0.4650 -0.4442 0.2758

36
Properties=species:S:1:pos:R:3:forces:R:3 method="wB97M-V/def2-TZVPD" homo_ev=-9.8 orbital_gap_ha=0.3876 lumo_ev=0.75 smiles="CC[C@H](C)[C@H](N)C(=O)N1CCC[C@H]1C(=O)O" total_charge=0
C -4.8438 0.3750 -0.5898 0.5894 0.0227 0.7708
C -3.9469 -0.2019 0.5990 1.0981 -0.4404 -1.4536
C -2.4195 -0.6049 0.1780 -3.0875 -2.6098 -0.0200
C -2.1014 -1.8525 1.0960 -0.2398 0.0573 -0.0971
C -1.4562 0.5448 0.2111 1.6089 -0.0476 1.5002
N -1.9066 1.7179 -0.4624 0.2845 0.5217 -2.5374
C -0.1411 0.0560 -0.4217 -0.1672 -0.8860 0.4644
O -0.1836 -0.7870 -1.3229 0.3812 0.6137 0.0926
N 1.0356 0.4225 0.1623 -0.0867 0.7769 -0.5921
C 1.2035 1.6715 0.9718 1.3076 0.3918 -1.4114
C 2.4788 2.3653 0.2894 1.2923 0.8922 1.6167
C 3.2943 1.1270 -0.3152 -0.4276 0.7600 0.6302
C 2.2473 0.0712 -0.6236 0.1582 0.3171 1.3269
C 2.7135 -1.2618 -0.0696 0.0092 -1.1825 0.2660
O 3.5499 -1.3572 0.7991 -0.5558 -0.1502 -0.6660
O 2.0905 -2.3707 -0.5264 -0.2112 0.1439 -0.3107
H -4.3467 1.3043 -1.0187 -0.7124 -1.5555 -0.0487
H -5.0891 -0.4482 -1.3512 0.5480 1.4711 0.9567
H -5.7800 0.7683 -0.1510 0.2073 -0.4455 -0.2938
H -3.8356 0.4887 1.4400 -0.3976 0.1533 -0.0619
H -4.3864 -1.1444 0.9944 0.0505 0.8197 -0.3001
H -2.4755 -1.0497 -0.8808 0.1894 1.0145 1.3381
H -1.1685 -2.3392 0.8447 0.4662 0.0987 -0.1673
H -2.0248 -1.5543 2.1540 -0.1609 -0.0598 -0.2481
H -2.8626 -2.6941 1.0204 0.6313 1.3481 -0.0483
H -1.1466 0.9144 1.2458 -0.8240 -0.9878 -0.8049
H -1.9242 1.5163 -1.5057 -0.2631 0.4643 1.6903
H -2.8459 1.9300 -0.1645 -0.0159 0.1831 -0.0706
H 1.3280 1.4690 2.0448 -0.0501 -0.0310 -0.4408
H 0.3677 2.3243 0.7438 -0.2639 -0.0507 0.4934
H 3.2663 2.8595 1.1095 -2.4736 -0.9790 -2.0661
H 2.0766 3.2375 -0.4167 1.2508 -2.1794 1.1776
H 3.9241 0.6040 0.4842 -0.4538 1.4448 -1.1088
H 3.8600 1.4011 -1.2263 -0.0872 -0.2077 0.6885
H 1.9822 0.0187 -1.6494 -0.2590 -0.2121 -0.9668
H 1.3522 -2.2076 -1.1674 0.6643 0.5303 0.7022

38
Properties=species:S:1:pos:R:3:forces:R:3 method="wB97M-V/def2-TZVPD" homo_ev=-9.2 orbital_gap_ha=0.3499 lumo_ev=0.28 smiles="CC[C@H](C)[C@H](N)C(=O)N[C@@H](CCC(=O)O)C(=O)O" total_charge=0
C 0.1888 2.2826 -1.7448 2.5343 -1.4680 -1.7424
C -1.3369 2.1530 -1.7040 -1.1898 1.6292 -3.0710
C -2.1334 1.8213 -0.4136 -0.5555 -0.6124 -1.7596
C -2.4380 3.2098 0.1967 -1.2644 -2.3238 2.9973
C -1.4701 0.6961 0.4799 -1.7335 0.9214 -0.9639
N -0.6402 1.3642 1.4065 -0.6614 1.9626 2.1095
C -0.6850 -0.4325 -0.2147 1.4718 1.2454 2.9499
O -1.2119 -1.4366 -0.6113 0.2768 -0.2923 -1.2002
N 0.6912 -0.3301 0.1507 -1.3529 -0.9871 -0.1895
C 1.5681 -1.4329 -0.0845 0.6486 -0.6042 -4.0304
C 1.0165 -2.9095 0.3489 3.1757 1.0465 0.9952
C 0.5279 -2.7783 1.7746 3.1747 0.8097 -0.3557
C 1.5286 -1.7617 2.4190 -1.4075 2.2283 2.9931
O 1.2119 -0.6792 2.9709 0.4832 -3.2877 -1.8151
O 2.8292 -2.0645 2.4359 0.4076 -1.7396 -1.1748
C 1.7017 -1.2943 -1.6749 0.5412 -5.1635 -1.4610
O 1.7233 -0.4229 -2.4559 -0.1907 2.7419 0.2807
O 1.8597 -2.5801 -2.2741 -0.4342 -0.4367 1.2370
H 0.7273 1.3647 -2.2364 -1.4739 1.5529 0.8589
H 0.6010 2.1944 -0.7252 0.0827 1.0885 -0.4476
H 0.6397 3.1357 -2.4610 -1.2999 -1.4213 2.2225
H -1.6727 3.2289 -2.0784 0.1818 -2.2237 0.7980
H -1.6983 1.4815 -2.5622 0.6095 0.6925 1.2123
H -3.0866 1.3479 -0.7190 0.3803 0.3810 -0.2383
H -3.2535 3.1600 1.0428 1.4580 -0.0314 -1.3438
H -2.8456 3.8679 -0.5515 0.4750 0.3685 -0.1026
H -1.4839 3.3868 0.6867 -0.0547 1.4685 -0.2353
H -2.3513 0.1562 0.9106 0.7052 0.1054 0.0354
H 0.0084 0.7586 1.8678 -0.3982 -0.2265 1.1951
H -1.2471 1.9137 2.0910 1.5204 -1.1683 -1.1125
H 1.0350 0.4730 0.6486 -0.0711 0.0067 -0.4339
H 2.6698 -1.2490 0.1666 -1.8373 -0.0740 0.4453
H 1.9158 -3.5990 0.5152 -0.7430 0.9112 -1.0098
H 0.3978 -3.4218 -0.3411 -0.7531 0.0885 -0.6131
H -0.3793 -2.3615 1.8908 -3.2379 1.5741 0.1424
H 0.4913 -3.7458 2.2080 0.3345 -0.7904 0.8771
H 2.9896 -2.8759 1.8650 -0.1839 1.2314 1.0934
H 1.6114 -2.6206 -3.2240 0.3815 0.7966 0.8570

35
Properties=species:S:1:pos:R:3:forces:R:3 method="wB97M-V/def2-TZVPD" homo_ev=-11.8 orbital_gap_ha=0.3144 lumo_ev=-3.20 total_charge=+1
N 0.5640 -0.4362 1.3515 0.1253 0.0031 0.1639
C 0.7431 -1.6835 0.6138 0.0982 0.0982 -0.1256
C -0.3204 -2.7463 0.9829 -0.1655 -0.1663 0.2384
C -1.1224 -3.3750 -0.1653 0.2558 -0.0617 -0.0064
C -2.5096 -2.7070 -0.1973 -0.0705 0.1663 -0.0537
C -2.5990 -1.7809 1.0243 0.0284 0.0177 0.2299
P -2.8170 0.0554 0.6735 0.1286 -0.2295 -0.1438
S -4.4419 0.7467 1.3968 -0.1121 0.0827 0.0284
N -1.3866 -2.1469 1.8723 -0.4199 -0.2568 -0.1281
H 1.3083 -0.2825 2.0205 0.0258 0.0088 -0.0564
H 0.5591 0.3665 0.7348 0.0541 -0.0254 0.0325
H 0.7098 -1.5126 -0.4635 -0.0558 0.1039 0.0475
H 1.7217 -2.1150 0.8285 -0.0421 -0.0312 -0.1142
H 0.1563 -3.5259 1.5765 -0.0174 0.0584 0.0342
H -0.5857 -3.2522 -1.1058 -0.0283 0.0026 0.0256
H -1.2184 -4.4474 0.0014 -0.0374 0.0391 -0.0204
H -3.2985 -3.4565 -0.1652 0.0164 0.0437 0.0024
H -2.6580 -2.1304 -1.1100 0.0170 -0.0818 -0.0080
H -3.4764 -1.9683 1.6448 0.0353 -0.1291 -0.0621
H -2.6281 0.0409 -0.7235 -0.0045 0.1058 0.0292
H -1.6001 0.6001 1.1099 -0.0841 0.0460 0.0199
H -1.6829 -2.8608 2.5368 0.0286 0.1095 0.0739
H -1.0158 -1.3395 2.3888 0.2533 0.1397 -0.2105
C 1.9694 1.9994 -1.2021 -0.0465 -0.0439 0.0075
C 2.9196 2.3371 -2.1556 0.0069 0.0297 0.0130
C 3.2497 3.6704 -2.3531 0.0015 -0.0132 0.0008
C 2.6318 4.6597 -1.6001 -0.0082 -0.0003 0.0093
C 1.6812 4.3204 -0.6477 0.0043 -0.0027 -0.0063
C 1.3492 2.9872 -0.4496 0.0016 -0.0032 -0.0028
H 1.7129 0.9548 -1.0559 0.0259 -0.0076 -0.0295
H 3.4022 1.5661 -2.7418 -0.0064 0.0021 0.0001
H 3.9897 3.9391 -3.0954 -0.0031 -0.0016 0.0048
H 2.8914 5.6984 -1.7564 -0.0017 -0.0062 0.0009
H 1.1998 5.0929 -0.0626 0.0011 -0.0048 -0.0027
H 0.6016 2.7318 0.2940 -0.0043 0.0080 0.0084

39
Properties=species:S:1:pos:R:3:forces:R:3 method="wB97M-V/def2-TZVPD" homo_ev=-12.7 orbital_gap_ha=0.3498 lumo_ev=-3.15 smiles="CCNC(=O)[C@@H]1OC(C(O)O)=C[C@H]([NH3+])[C@H]1NC(C)=O" total_charge=+1
C 1.1011 -0.9101 -4.5045 2.5934 0.0320 0.4164
C 1.4429 0.2028 -3.5107 -2.6051 -1.5736 0.9844
N 1.1832 -0.5012 -2.1864 1.1516 1.5378 1.2982
C 1.6613 -0.2134 -0.9368 0.3657 2.6005 -1.4443
O 2.5538 0.6138 -0.8263 0.4163 -0.3981 0.8522
C 0.9031 -0.5658 0.3686 0.5538 0.5699 0.0865
O 0.2731 -1.7901 0.2870 -1.7588 -2.5722 0.3282
C -0.5662 -2.1380 1.3385 -0.7861 3.0679 -0.3478
C -1.0796 -3.5290 1.5389 0.0300 -2.9144 -1.4121
O -0.7333 -4.5885 0.5258 0.5223 1.6913 2.0621
O -2.4758 -3.5697 1.6332 0.1464 1.7841 -0.1946
C -1.0765 -1.1604 2.1387 1.0324 -0.8408 -0.3757
C -0.6670 0.2813 2.1121 2.5346 -1.8274 0.3465
N -1.8165 1.1244 2.4923 0.2593 -0.8876 -0.4270
C -0.0779 0.5626 0.7374 -0.9082 3.2637 0.0640
N 0.5354 1.9624 0.7433 0.6273 -0.3180 0.0351
C -0.1468 3.1653 0.5437 -0.4279 -2.9342 -0.1565
C 0.6702 4.4166 0.4193 -2.5499 -0.3153 -2.5612
O -1.3847 3.0838 0.5137 0.6278 0.7307 0.2826
H 1.9517 -1.6243 -4.3701 -0.8716 0.1930 -0.5013
H 0.1755 -1.4570 -4.4608 -0.5248 0.2505 0.5208
H 1.1887 -0.4403 -5.4448 0.0209 0.0662 -1.5073
H 0.9076 1.1377 -3.7577 -0.7573 -0.4571 1.0080
H 2.4154 0.5596 -3.5850 2.1366 -0.2468 0.1247
H 0.3385 -0.9559 -2.1066 -2.1749 -1.4435 -0.5561
H 1.5996 -0.6767 1.2053 0.5496 0.4873 -0.3038
H -0.7474 -3.8776 2.5355 0.7903 -0.2426 -0.8428
H -0.9692 -4.3515 -0.3813 -0.1074 0.5125 0.2766
H -2.6115 -4.5036 1.5719 -0.7331 -1.1003 0.0323
H -1.7147 -1.4072 2.9525 -0.4838 -0.6421 0.4636
H 0.1687 0.4418 2.8396 -0.8802 0.1516 -0.2293
H -1.7811 1.4298 3.4433 -0.3234 -0.2396 0.9929
H -1.7638 1.9499 1.9457 -0.1495 1.9698 -1.5901
H -2.6609 0.6246 2.2269 -0.4502 0.1318 0.3759
H -0.9680 0.6532 0.1006 0.4550 -0.3456 -0.6207
H 1.5551 2.0061 0.7755 -0.3762 -0.2151 -0.2722
H 1.3545 4.4152 -0.4370 -0.7256 -0.1236 -0.4746
H 1.3680 4.4214 1.1535 1.6268 0.6497 3.0022
H -0.1065 5.2081 0.3652 1.1540 -0.0525 0.2643